Entry 1:
93
Properties=species:S:1:pos:R:3:forces:R:3 method="wB97M-V/def2-TZVPD" s_squared=8.8033 multiplicity=6 lumo_ev="-10.482 / -14.919" max_force_ha_per_bohr=0.060 e_above_lowest_ev=2.825 e_homo_ev="-16.07 / -18.75" total_charge=+4 homo_lumo_gap_ev="5.59 / 3.83"
H -0.282 2.941 3.567 0.2 -0.1 0.0
C 1.269 1.917 -2.460 0.4 0.1 -0.4
H 5.570 0.550 -4.670 0.3 0.0 0.3
H -1.835 -3.119 1.883 0.1 0.0 0.0
C -2.390 0.277 -3.076 -0.4 0.0 -2.3
H -4.554 -1.277 -0.307 0.0 -0.2 -0.1
C 2.805 2.322 0.042 0.4 0.2 -0.5
C -2.987 3.003 -2.921 0.4 0.6 2.5
C -2.733 0.991 -4.225 0.4 -1.6 0.4
H 2.820 -2.244 -0.526 -0.2 -0.2 -0.2
H 2.685 3.194 0.693 0.1 -0.2 0.0
H 5.833 0.935 0.247 0.1 -0.1 -0.1
C -3.894 -2.045 -0.700 -0.3 -0.2 0.2
H -1.710 0.183 3.508 0.2 0.1 0.0
H -4.602 3.042 2.697 0.0 -0.3 0.1
H -0.304 3.652 -1.414 0.2 0.0 0.2
H 2.612 -1.839 2.726 0.0 0.0 -0.1
H -4.863 -1.143 3.728 0.0 0.2 -0.1
C 2.108 -1.426 -0.576 2.8 -1.2 0.2
H 2.566 0.202 3.385 0.0 0.1 0.1
H -0.663 -2.587 -1.529 -0.2 -0.1 0.2
C -3.137 0.362 1.206 0.1 0.7 -0.2
Ir 0.447 -0.316 0.347 -1.7 0.7 -0.1
C -0.218 2.599 2.534 0.0 0.3 -0.6
C -2.516 -1.807 -0.780 -0.3 -0.3 -0.7
C 0.115 3.357 -0.446 0.2 -0.1 0.0
H -1.539 -4.789 -2.203 -0.4 0.5 0.2
C -3.639 -0.655 2.029 0.0 -0.1 -0.3
C -3.022 2.354 -4.155 -0.2 -0.2 -1.1
C 4.893 -0.060 -1.410 0.6 0.4 1.9
H 1.362 -1.966 3.958 0.1 -0.1 -0.2
H -3.980 -5.233 -1.894 0.0 0.2 0.1
C 5.714 0.564 -3.588 0.6 0.5 -0.8
C -4.842 0.982 3.332 0.1 0.0 0.0
C 1.075 -1.240 -1.476 -0.7 0.5 -1.0
C -1.089 -2.829 2.625 -0.3 0.4 0.4
H 2.641 1.793 2.626 -0.1 0.0 0.1
H -1.477 -1.989 3.209 0.0 -0.4 0.0
H -5.492 1.231 4.165 0.0 0.0 -0.1
H 1.704 2.897 -2.687 0.0 -0.1 -0.1
H -1.227 2.618 2.117 0.1 0.1 0.1
H 7.656 1.897 -1.131 -0.2 -0.1 -0.3
H 2.084 -3.430 3.241 -0.3 0.1 0.0
P 0.424 -2.355 1.756 -0.4 -1.2 1.6
C -2.205 -4.024 -1.776 -0.4 0.3 0.2
C 2.028 1.141 3.250 0.1 -0.2 0.0
H 3.464 2.618 -0.783 0.0 0.1 0.2
H 0.819 -1.966 -2.282 0.1 0.4 1.0
H -0.695 3.197 0.265 0.2 0.1 -0.2
H 1.884 1.625 4.220 0.1 -0.1 -0.1
C -4.421 -3.290 -1.062 0.1 0.0 -0.1
C -4.491 -0.344 3.091 0.3 0.1 -0.2
H -0.307 -4.314 0.612 -0.4 -0.4 0.4
H 0.777 4.146 -0.077 -0.3 0.1 -0.1
H 0.438 3.271 1.981 -0.1 0.0 0.2
H -3.076 2.508 0.858 -0.3 -0.2 0.4
H -3.396 -1.700 1.832 -0.1 0.4 0.1
C -2.636 2.304 -1.768 -0.7 1.2 -0.8
P 1.179 1.863 -0.647 -0.1 0.9 0.9
H 0.908 -0.215 -1.877 0.2 -0.6 -0.3
H -2.627 2.826 -0.815 0.0 -0.1 -0.5
C 5.853 0.758 -0.823 -1.1 -1.0 0.1
C -3.482 1.699 1.466 0.0 -0.4 0.1
C 1.737 -2.414 3.029 0.1 0.3 0.1
H 2.069 -1.031 0.523 1.2 0.1 -0.5
H -0.705 1.134 4.618 0.1 -0.2 -0.3
H -0.916 -3.694 3.278 0.1 0.2 -0.1
C -1.709 -2.786 -1.372 0.3 -0.2 0.0
H -5.495 -3.491 -0.920 0.7 0.1 -0.2
C -2.333 0.940 -1.843 -0.1 0.4 1.3
C -0.684 0.342 3.857 0.0 -0.4 0.2
H 3.732 -2.172 -2.935 0.0 -1.5 1.3
H -3.208 4.066 -2.841 0.0 -0.2 -0.1
As -1.835 -0.069 -0.233 -2.4 -0.9 0.6
H -0.332 -0.557 4.357 0.0 -0.1 0.0
C -3.573 -4.268 -1.597 -0.1 -0.2 0.0
C 0.657 -3.881 0.820 0.8 -0.1 -1.3
H 7.518 1.721 -3.608 0.0 -0.1 -0.1
C 4.817 -0.170 -2.789 -1.0 -0.3 -1.0
H -3.268 2.920 -5.052 0.0 -0.2 0.1
H 1.032 -3.708 -0.192 0.3 0.0 0.2
H -2.795 0.475 -5.178 0.0 0.1 0.1
S 3.503 -1.073 -3.557 1.4 1.9 -1.2
H 3.295 1.499 0.585 -0.4 0.3 -0.2
H 4.117 -0.535 -0.819 0.3 0.1 0.1
C -4.342 1.999 2.522 0.2 0.1 -0.2
P 0.395 0.889 2.487 -0.3 0.7 1.1
H 1.347 -4.572 1.322 -0.4 0.1 0.0
H 1.871 1.143 -2.944 0.0 0.1 0.2
C 6.775 1.227 -2.996 -0.3 0.1 -1.1
C 6.847 1.344 -1.614 0.4 0.2 0.4
H -2.175 -0.789 -3.138 -0.1 0.2 0.0
H 0.256 1.896 -2.879 0.2 -0.1 0.1

---

Entry 2:
9
Properties=species:S:1:pos:R:3:forces:R:3 method="wB97M-V/def2-TZVPD" s_squared=0.7592 multiplicity=2 lumo_ev="-0.443 / -3.667" max_force_ha_per_bohr=0.083 e_above_lowest_ev=3.462 e_homo_ev="-9.61 / -9.43" homo_lumo_gap_ev="9.17 / 5.76"
C 0.803 2.147 -0.503 0.3 1.1 -0.2
H -0.189 2.439 -0.882 0.2 -0.3 0.4
O 0.928 -2.270 1.152 -1.5 0.2 -0.6
O -1.218 -2.198 0.565 -2.2 -1.8 0.2
H 1.526 1.828 -1.270 -0.2 -0.2 0.5
H 0.078 -0.632 0.254 -0.2 -1.5 0.3
C -0.048 -1.729 0.641 3.2 2.8 -0.1
Hg -3.106 -2.214 -0.586 0.7 0.2 0.2
C 1.225 2.631 0.631 -0.4 -0.5 -0.7